# C5H12P2S

An isolated molecule of C5H12P2S at a distorted geometry (ωB97M-V/def2-TZVPD, OMol25).

Geometry (Å):
C (-1.1658, 0.5389, -1.1157)
C (-0.1541, 1.5229, -0.5424)
C (-1.7076, -0.4174, -0.0506)
C (2.3139, 0.1887, -1.1147)
C (-0.5732, -1.9435, 2.0391)
P (1.2862, 0.7144, 0.3358)
P (-0.5333, -1.8368, 0.1848)
S (2.3149, 2.2051, 1.2932)
H (-1.9955, 1.1080, -1.5449)
H (-0.7125, -0.0390, -1.9266)
H (0.2519, 2.1526, -1.3376)
H (-0.6410, 2.1724, 0.1907)
H (-1.8579, 0.1165, 0.8918)
H (-2.6728, -0.8188, -0.3712)
H (2.5277, 1.0372, -1.7654)
H (1.7708, -0.5784, -1.6606)
H (3.2499, -0.2298, -0.7485)
H (0.1989, -1.2953, 2.4520)
H (-1.5392, -1.6335, 2.4339)
H (-0.3614, -2.9640, 2.3569)

HOMO-LUMO gap (alpha / beta) in hartree: 0.26874 / 0.22229



# C5H12S

An isolated molecule of C5H12S at a distorted geometry (ωB97M-V/def2-TZVPD, OMol25).

Geometry (Å):
C (-0.6710, -0.5424, 0.2380)
C (1.7006, 1.0127, 1.9362)
C (-0.9900, 1.3505, -1.4803)
C (1.5648, -1.7510, 0.7918)
C (-1.5463, 0.5788, -0.2722)
S (1.0142, -0.0237, 1.0138)
H (-1.2950, -1.0090, 1.0497)
H (-0.3945, -1.1570, -0.6412)
H (1.2882, 1.3293, 2.8906)
H (-1.3677, 1.0375, -2.4364)
H (-1.3311, 2.4112, -1.2283)
H (0.0588, 1.3491, -1.4153)
H (1.2794, -2.0107, -0.2445)
H (2.6774, -1.9250, 0.9190)
H (0.9102, -2.2748, 1.5137)
H (-2.5944, 0.1518, -0.4051)
H (-1.6489, 1.1899, 0.5670)
H (1.6076, 0.4638, -0.1703)

2S+1: 3
HOMO-LUMO gap (alpha / beta) in hartree: 0.21313 / 0.25917



How do the records compare in energy relative to the best compared isomer or geometry (same formula, charge and spin)? In the order shown, they have 0.879, 3.857 eV.